Record 1
# C4H7NOS

C4H7NOS as an isolated structure (ωB97M-V/def2-TZVPD, the OMol25 dataset).

Molecular weight = 117.2 u
Max |F| = 3.6 eV/Å
Relative energy (zero: lowest compared OMol25 entry of this formula, charge and spin) = 307.0 kJ/mol
Gap between HOMO and LUMO = 7.488 eV
Highest occupied orbital energy = -7.68 eV

```
14
C4H7NOS, DFT ωB97M-V/def2-TZVPD
C 1.2252 -0.2684 -0.2255
C 2.2329 -0.7118 0.7207
C -0.9322 0.8183 -0.0101
C -1.8845 -0.3121 -0.3045
N 0.3224 0.6483 0.0535
O -1.4870 2.0297 0.2252
S 3.5193 0.1417 -0.2104
H 1.0973 -0.6204 -1.1691
H 1.9224 -0.3362 1.7563
H 2.5941 -1.7652 0.9791
H -1.2874 -1.1837 -0.6203
H -2.3599 -0.1154 -1.3525
H -2.7050 -0.3298 0.4524
H -2.2577 2.0049 -0.2947
```

Record 2
# C44H64BaN8O5SSi3

C44H64BaN8O5SSi3 as an isolated structure (ωB97M-V/def2-TZVPD, the OMol25 dataset).

Molecular weight = 1038.7 u
Max |F| = 3.9 eV/Å
Gap between HOMO and LUMO = 4.127 eV
Highest occupied orbital energy = -5.21 eV

```
126
C44H64BaN8O5SSi3, DFT ωB97M-V/def2-TZVPD
Ba 0.4010 -0.6868 -0.2847
C -0.6558 4.2457 -6.1488
C -0.5541 3.3414 -4.9460
C -1.4166 2.3300 -4.7300
C -1.3251 1.5225 -3.5492
C -2.1116 0.4321 -3.2468
N -2.7497 -0.3679 -4.0699
C -2.3903 -0.5999 -5.4819
C -0.8753 -0.6717 -5.7778
C 0.0015 -1.3224 -4.7197
N -0.1997 -2.7734 -4.6341
C 0.6920 -3.6512 -4.2483
C 1.8802 -3.4483 -3.5459
C 2.8978 -4.4378 -3.7353
C 4.1078 -4.3359 -3.1462
C 5.2085 -5.3433 -3.3594
C 4.2971 -3.2381 -2.2521
C 3.3454 -2.3191 -1.9289
C 3.6949 -1.3752 -0.8248
N 2.9552 -0.5176 -0.2717
C 3.4857 0.1416 0.9320
C 3.1888 1.6476 0.9648
C 3.4491 2.3138 -0.3866
N 2.2666 2.1016 -1.2135
C 1.8714 2.9931 -2.0079
C 0.6698 2.7963 -2.8660
C 0.5053 3.5383 -3.9815
C -0.3007 1.7622 -2.5591
O -0.2322 1.0527 -1.5423
C 2.0467 -2.3975 -2.5700
O 1.0800 -1.6599 -2.2421
H -1.3763 3.8615 -6.8727
H 0.3106 4.3426 -6.6475
H -0.9750 5.2509 -5.8607
H -2.2408 2.1765 -5.4229
H -2.1713 0.1484 -2.1960
H -3.1773 -1.1523 -3.6070
H -2.8217 0.1738 -6.1100
H -2.8861 -1.5254 -5.7661
H -0.4941 0.3385 -5.9070
H -0.7564 -1.1850 -6.7347
H -0.1393 -0.8663 -3.7568
H 1.0526 -1.1629 -4.9651
H -1.0564 -3.1443 -5.0120
H 0.4801 -4.6647 -4.5823
H 2.6964 -5.2651 -4.4114
H 4.9174 -6.0968 -4.0929
H 5.4520 -5.8589 -2.4257
H 6.1235 -4.8612 -3.7127
H 5.2609 -3.1543 -1.7524
H 4.7074 -1.5401 -0.4379
H 4.5634 -0.0342 1.0182
H 2.9999 -0.3283 1.7968
H 3.7935 2.1041 1.7459
H 2.1373 1.8139 1.2211
H 4.2956 1.8262 -0.8811
H 3.6946 3.3707 -0.2721
H 2.4055 3.9419 -2.1345
H 1.2350 4.3241 -4.1740
N 0.8762 -6.7444 5.7536
C 0.8127 -5.9745 4.6019
C -0.1899 -6.2025 3.6528
C -0.3124 -5.3852 2.5491
C 0.5771 -4.3293 2.3666
C 1.5984 -4.1086 3.2883
C 1.7159 -4.9273 4.3958
S 0.4257 -3.2581 0.9852
O 1.7301 -2.6101 0.8490
O -0.0131 -4.0259 -0.1667
N -0.5793 -2.0642 1.2651
C -1.9343 -2.2797 1.0533
N -2.5462 -1.3557 0.2806
C -3.8604 -1.5060 0.1037
C -4.5854 -2.5402 0.6555
C -3.8545 -3.4609 1.3871
N -2.5461 -3.3502 1.5891
H 0.4033 -7.6295 5.7488
H 1.7313 -6.7237 6.2794
H -0.8776 -7.0301 3.7941
H -1.0959 -5.5505 1.8204
H 2.3007 -3.3008 3.1246
H 2.5132 -4.7605 5.1130
H -4.3462 -0.7537 -0.5133
H -5.6538 -2.6279 0.5209
H -4.3353 -4.3320 1.8244
C 0.2283 -0.5238 4.0580
O 0.0440 0.5470 3.1380
Si -0.1712 2.1494 3.7077
C 1.5698 2.7760 4.0976
C -0.9448 1.9560 5.4086
C -1.1519 3.0780 2.5909
Si -2.8465 2.5580 2.4258
C -4.0596 3.7793 3.1996
C -3.2312 0.9154 3.2807
C -3.4871 2.3750 0.6446
Si -0.7024 4.6729 1.9509
C -0.8351 6.0234 3.2598
C 1.0323 4.8482 1.2242
C -1.7831 5.2522 0.5116
H -0.6441 -0.6491 4.7122
H 1.1086 -0.3635 4.7037
H 0.3689 -1.4513 3.5082
H 1.7621 2.7369 5.1775
H 1.7127 3.8123 3.7782
H 2.3321 2.1616 3.5982
H -0.3482 1.3113 6.0739
H -1.9538 1.5312 5.3500
H -1.0229 2.9435 5.8798
H -3.7882 3.9668 4.2463
H -5.0955 3.3987 3.1762
H -4.0453 4.7429 2.6682
H -3.3307 1.0435 4.3653
H -2.4368 0.1792 3.0948
H -4.1785 0.5004 2.9087
H -3.6749 3.3533 0.1810
H -4.4374 1.8090 0.6263
H -2.7472 1.8460 0.0454
H -0.1160 5.8308 4.0704
H -1.8425 6.0061 3.6965
H -0.6431 7.0375 2.8671
H 1.8414 4.6486 1.9337
H 1.1779 5.8623 0.8210
H 1.1201 4.1387 0.4031
H -2.8397 5.3580 0.7948
H -1.7261 4.5349 -0.3211
H -1.4330 6.2287 0.1469
```

Record 3
# C4H13NO2

A 2-piece molecular cluster, C4H13NO2 overall (ωB97M-V/def2-TZVPD, the OMol25 dataset).

Molecular weight = 107.2 u
Max |F| = 8.9 eV/Å
Relative energy (zero: lowest compared OMol25 entry of this formula, charge and spin) = 340.2 kJ/mol
Gap between HOMO and LUMO (spin up / spin down) = 11.528 / 5.778 eV
Net charge = +1
Highest occupied orbital energy (spin up / spin down) = -15.12 / -15.08 eV
Spin multiplicity = 2
Expectation value of S² = 0.755

```
20
C4H13NO2, DFT ωB97M-V/def2-TZVPD
C 0.7874 0.6466 2.0070
O 2.1471 0.1605 2.1772
C 0.4186 0.2273 0.5113
C -0.1808 1.3734 -0.3560
C -0.4980 0.8035 -1.8053
N -0.3001 -1.0392 0.5934
H 0.2265 0.1228 2.8106
H 0.7719 1.7206 2.2330
H 2.1763 -0.8283 2.1796
H 1.3999 0.0942 0.0344
H -1.2429 1.5298 -0.0763
H 0.4561 2.2223 -0.4225
H 0.3492 0.0735 -2.0248
H -0.7973 1.5139 -2.6081
H -1.4438 0.1764 -1.7702
H -1.2833 -1.0628 0.9144
H 0.0892 -1.6910 1.1647
H -1.5555 -1.7541 -2.4147
H -0.6434 -1.9351 -1.2176
O -0.8772 -2.3545 -1.9303
```

Record 4
# C6H7I

An isolated molecule of C6H7I (ωB97M-V/def2-TZVPD, the OMol25 dataset).

Molecular weight = 206.0 u
Max |F| = 5.9 eV/Å
Relative energy (zero: lowest compared OMol25 entry of this formula, charge and spin) = 233.9 kJ/mol
Gap between HOMO and LUMO (spin up / spin down) = 6.297 / 7.943 eV
Highest occupied orbital energy (spin up / spin down) = -5.86 / -9.63 eV
Spin multiplicity = 3
Expectation value of S² = 2.026

```
14
C6H7I, DFT ωB97M-V/def2-TZVPD
C 1.2990 -1.0061 0.8225
C 0.1521 2.1296 0.4056
C -0.9251 1.9579 -0.6590
C 0.2176 -0.8281 0.0991
C -0.2743 0.7404 -0.1898
C -0.4953 -1.9715 -0.5749
I -2.4676 2.7069 -1.7694
H 1.8816 -0.2581 1.5410
H 1.6568 -2.0171 1.1011
H 1.0764 2.6802 0.0089
H -0.0720 2.5079 1.3451
H -0.4779 -2.7719 0.1461
H 0.0145 -2.1277 -1.6020
H -1.5858 -1.7423 -0.6744
```

Q: max |F| of number 2 (C44H64BaN8O5SSi3)?
A: 3.9 eV/Å